{
  "formula": "C14H16",
  "method": "wB97M-V/def2-TZVPD",
  "elements": ["C", "C", "C", "C", "C", "C", "C", "H", "H", "H", "H", "H", "H", "H", "H", "C", "C", "C", "C", "C", "C", "C", "H", "H", "H", "H", "H", "H", "H", "H"],
  "xyz": [[-0.8389, -1.6774, 2.7414], [-3.5605, -1.0829, -0.5036], [-2.8502, 0.0160, -0.0230], [-3.4026, -2.3237, 0.0291], [-1.9404, -0.2199, 0.9985], [-2.4616, -2.5541, 1.0418], [-1.7629, -1.4677, 1.5884], [-4.3834, -0.8739, -1.1765], [-2.8015, 0.9889, -0.4913], [-4.0412, -3.1693, -0.2004], [-1.3116, 0.5944, 1.3503], [-2.2751, -3.5265, 1.4769], [0.1149, -1.1396, 2.6833], [-0.6630, -2.7151, 2.9798], [-1.2624, -1.0830, 3.5691], [1.7467, 3.4288, -0.6381], [1.4279, -0.2892, -0.8931], [1.0816, 1.0462, -0.6783], [2.6210, -0.6299, -1.5051], [2.0554, 1.9981, -0.9995], [3.5155, 0.3494, -1.9089], [3.2755, 1.6917, -1.5710], [0.8965, -1.1280, -0.4530], [0.1861, 1.3146, -0.1444], [2.9169, -1.6615, -1.6457], [4.5084, 0.0890, -2.2562], [0.8857, 3.6650, -0.0186], [1.6016, 4.0606, -1.5275], [4.0999, 2.3853, -1.6391], [2.6216, 3.9136, -0.1851]],
  "nbo_charge": [-0.638, -0.230, -0.191, -0.208, -0.221, -0.207, -0.018, 0.212, 0.216, 0.215, 0.199, 0.207, 0.223, 0.220, 0.224, -0.638, -0.213, -0.174, -0.234, -0.022, -0.188, -0.231, 0.216, 0.203, 0.212, 0.208, 0.216, 0.218, 0.214, 0.214],
  "multiplicity": 1,
  "charge": 0,
  "smiles": "Cc1ccccc1.Cc1ccccc1",
  "lumo_ev": 0.9097
}

***

{
  "formula": "C5H6O",
  "method": "wB97M-V/def2-TZVPD",
  "elements": ["C", "C", "C", "O", "C", "C", "H", "H", "H", "H", "H", "H"],
  "xyz": [[0.0184, -1.8773, -0.6153], [0.7951, -0.7514, 0.0045], [0.7207, 1.4566, 0.0871], [0.3548, 0.4448, -0.6785], [-0.3846, 2.3375, 0.2439], [-1.2772, 2.8900, 0.8509], [0.1375, -2.7771, -0.0073], [0.3492, -2.0527, -1.6412], [-1.0405, -1.5963, -0.6356], [1.8835, -0.8282, -0.0339], [0.5028, -0.6356, 1.0522], [-2.0598, 3.3898, 1.3732]],
  "nbo_charge": [-0.630, -0.068, 0.248, -0.498, -0.186, -0.140, 0.218, 0.215, 0.221, 0.198, 0.184, 0.238],
  "multiplicity": 1,
  "charge": 0,
  "lumo_ev": -0.2324
}

***

{
  "formula": "C5H6O2",
  "method": "wB97M-V/def2-TZVPD",
  "elements": ["O", "C", "C", "O", "C", "C", "C", "H", "H", "H", "H", "H", "H"],
  "xyz": [[-1.9336, -0.5360, 1.1312], [-0.9187, -0.0488, 0.6937], [-0.3647, 1.3388, 1.0065], [0.7364, 1.5436, 0.1395], [0.7442, 0.5361, -0.8698], [0.2644, -1.9481, -0.4393], [0.0630, -0.6491, -0.2595], [-0.0197, 1.3595, 2.0485], [-1.1288, 2.1163, 0.8810], [1.7744, 0.3854, -1.2004], [-0.3721, -2.6767, 0.0541], [1.0636, -2.3179, -1.0768], [0.1386, 0.8413, -1.7390]],
  "nbo_charge": [-0.508, 0.538, -0.181, -0.517, -0.096, -0.298, -0.157, 0.212, 0.204, 0.204, 0.218, 0.203, 0.178],
  "multiplicity": 1,
  "charge": 0,
  "smiles": "C=C1COCC1=O",
  "lumo_ev": 0.1382
}

***

{
  "formula": "C39H67F17O12P3S",
  "method": "wB97M-V/def2-TZVPD",
  "elements": ["C", "C", "C", "C", "C", "C", "C", "C", "C", "C", "C", "C", "P", "C", "C", "C", "S", "C", "C", "C", "C", "O", "O", "P", "C", "C", "P", "O", "O", "C", "F", "F", "C", "F", "F", "F", "H", "H", "H", "H", "H", "H", "H", "H", "H", "H", "H", "H", "H", "H", "H", "H", "H", "H", "H", "H", "H", "H", "H", "H", "H", "H", "H", "H", "H", "H", "H", "H", "H", "H", "H", "H", "H", "H", "H", "H", "H", "H", "H", "H", "H", "H", "H", "C", "C", "O", "C", "O", "C", "F", "F", "F", "H", "H", "H", "H", "H", "C", "C", "O", "C", "O", "C", "F", "F", "F", "H", "H", "H", "H", "H", "C", "C", "O", "C", "O", "C", "F", "F", "F", "H", "H", "H", "H", "H", "C", "C", "O", "C", "O", "C", "F", "F", "F", "H", "H", "H", "H", "H"],
  "xyz": [[-0.2368, -3.0231, 3.4112], [0.4056, -2.4144, 4.6681], [1.5270, -1.4336, 4.3427], [1.1025, -0.3147, 3.3942], [0.2511, 0.7692, 4.0764], [-1.0446, 1.1209, 3.3440], [-0.8660, 1.4336, 1.8566], [-2.1823, 1.2538, 1.0898], [-2.6710, -0.2028, 1.0151], [-2.3858, -0.8448, -0.3349], [-0.8792, -0.8794, -0.6521], [-0.5691, -1.9676, -1.7028], [0.6531, -1.6629, -3.1512], [-0.4446, -2.8338, -4.2141], [-0.8199, -4.2252, -3.6469], [-2.3387, -4.4469, -3.5958], [-2.7124, -6.1914, -3.2025], [1.8089, -3.1872, -2.7655], [3.3349, -3.0732, -2.7077], [3.8971, -4.4964, -2.3445], [3.9043, -4.6676, -0.8460], [4.6872, -4.0955, -0.1010], [2.9609, -5.5011, -0.2987], [1.9235, -0.3537, -1.7716], [3.5025, 0.3059, -2.4108], [2.3323, -1.1708, -0.1628], [1.9838, -1.3007, -5.0310], [2.5247, 0.2090, -5.4973], [2.5990, -2.6046, -5.9105], [-0.4808, -0.0820, -3.7657], [-1.7879, -0.2148, -3.3120], [-0.6684, -0.1597, -5.1282], [-0.1702, 1.4357, -3.4966], [-0.8237, 1.8668, -2.3892], [-0.7696, 2.1436, -4.5151], [1.0767, 1.8754, -3.4544], [0.5211, -3.1335, 2.6379], [-0.9956, -2.3473, 3.0279], [-0.6732, -3.9900, 3.6328], [0.8194, -3.2376, 5.2500], [-0.3691, -1.9397, 5.2693], [1.8816, -0.9908, 5.2765], [2.3624, -1.9827, 3.9094], [2.0271, 0.1427, 3.0432], [0.6224, -0.7466, 2.5207], [0.0153, 0.4439, 5.0911], [0.8592, 1.6607, 4.1783], [-1.4400, 2.0285, 3.8036], [-1.7885, 0.3486, 3.5315], [-0.0790, 0.8473, 1.3961], [-0.6112, 2.4895, 1.7737], [-2.9405, 1.9104, 1.5103], [-1.9872, 1.5979, 0.0740], [-2.1433, -0.7906, 1.7665], [-3.7336, -0.2563, 1.2478], [-2.7366, -1.8787, -0.3016], [-2.9235, -0.3226, -1.1263], [-0.4237, -1.1333, 0.3061], [-0.5885, 0.1379, -0.8831], [-0.3028, -2.8505, -1.1237], [-1.5526, -2.2298, -2.0809], [-0.0415, -2.9915, -5.2108], [-1.4171, -2.3861, -4.4326], [-0.4401, -4.4728, -2.6606], [-0.4453, -4.9958, -4.3187], [-2.7467, -3.8652, -2.7754], [-2.8145, -4.1758, -4.5299], [-2.4676, -6.2053, -1.8870], [1.5045, -3.7503, -1.8777], [1.6973, -3.9163, -3.5741], [3.7806, -2.4652, -1.9253], [3.8370, -2.8484, -3.6396], [3.2821, -5.2755, -2.7852], [4.9374, -4.5809, -2.6439], [2.1506, -5.4549, -0.8176], [4.2285, 0.2809, -1.5936], [3.4702, 1.3410, -2.7334], [3.9758, -0.2576, -3.2189], [2.1245, -0.4767, 0.6469], [1.7029, -2.0453, -0.0092], [3.3690, -1.4899, -0.0660], [3.4738, 0.3278, -5.5927], [3.5250, -2.5315, -6.1579], [2.9062, 7.5437, 3.1530], [3.0408, 6.6797, 4.3879], [2.7870, 5.2971, 4.0820], [3.8052, 4.6161, 3.5823], [4.9019, 5.0309, 3.3631], [3.3831, 3.1562, 3.3552], [2.1776, 3.0707, 2.7985], [3.3417, 2.4985, 4.5231], [4.2418, 2.5237, 2.5683], [1.9291, 7.3993, 2.6919], [3.0215, 8.5954, 3.4135], [3.6610, 7.2859, 2.4109], [2.2949, 6.9561, 5.1297], [4.0213, 6.7872, 4.8493], [6.7709, 1.2160, 6.1682], [5.5572, 0.5571, 6.7848], [5.6545, 0.5387, 8.2254], [5.2834, 1.6426, 8.8473], [4.8804, 2.6482, 8.3475], [5.4031, 1.4406, 10.3679], [6.5456, 0.8315, 10.6939], [4.3931, 0.6867, 10.8142], [5.3618, 2.6043, 11.0043], [7.6843, 0.7288, 6.5108], [6.7224, 1.1528, 5.0820], [6.8328, 2.2665, 6.4518], [5.4951, -0.4845, 6.4791], [4.6349, 1.0453, 6.4749], [-4.5987, -0.0903, -4.3532], [-4.1021, -1.1453, -5.3166], [-4.6893, -2.4388, -5.0273], [-5.8869, -2.6678, -5.5189], [-6.5523, -1.9285, -6.1821], [-6.3246, -4.0964, -5.1507], [-6.0513, -4.3830, -3.8784], [-5.6881, -4.9872, -5.9205], [-7.6324, -4.2549, -5.3359], [-4.4156, -0.4005, -3.3247], [-4.0825, 0.8433, -4.5391], [-5.6721, 0.0688, -4.4659], [-3.0307, -1.2795, -5.2084], [-4.2972, -0.8702, -6.3521], [-7.0984, 6.1392, -3.4211], [-7.8434, 4.9391, -2.8785], [-6.9802, 3.7934, -2.7846], [-6.2229, 3.7235, -1.7000], [-6.1904, 4.5104, -0.8042], [-5.3979, 2.4286, -1.7333], [-4.8747, 2.2119, -2.9443], [-6.1727, 1.3781, -1.4300], [-4.4013, 2.4614, -0.8638], [-6.6331, 5.8979, -4.3769], [-7.7817, 6.9761, -3.5626], [-6.3072, 6.4492, -2.7393], [-8.6423, 4.6481, -3.5571], [-8.2931, 5.1502, -1.9093]],
  "lowdin_charge": [-0.096, -0.257, -0.225, -0.212, -0.191, -0.198, -0.195, -0.201, -0.198, -0.208, -0.277, -0.296, 0.540, -0.307, -0.329, -0.564, 0.686, -0.362, -0.260, -0.107, -0.502, 0.075, 0.078, 0.837, -0.358, -0.302, 0.747, -0.367, -0.365, -0.437, 0.013, -0.018, -0.550, 0.105, 0.094, 0.118, 0.073, 0.050, 0.066, 0.097, 0.098, 0.102, 0.109, 0.096, 0.074, 0.103, 0.078, 0.108, 0.102, 0.087, 0.110, 0.104, 0.092, 0.079, 0.105, 0.109, 0.096, 0.081, 0.051, 0.075, 0.048, 0.057, 0.047, 0.073, 0.092, 0.061, 0.058, -0.160, 0.053, 0.068, 0.070, 0.071, 0.112, 0.119, 0.092, 0.027, 0.014, -0.002, 0.002, 0.024, 0.025, 0.024, 0.023, -0.060, -0.197, 0.037, -0.400, 0.173, -0.555, 0.172, 0.159, 0.181, 0.084, 0.081, 0.079, 0.124, 0.124, -0.054, -0.187, 0.037, -0.410, 0.173, -0.557, 0.166, 0.169, 0.172, 0.082, 0.085, 0.078, 0.128, 0.113, -0.065, -0.163, 0.029, -0.413, 0.164, -0.555, 0.164, 0.163, 0.165, 0.076, 0.077, 0.082, 0.095, 0.130, -0.061, -0.200, 0.035, -0.398, 0.173, -0.543, 0.153, 0.169, 0.184, 0.084, 0.080, 0.079, 0.124, 0.123],
  "multiplicity": 1,
  "charge": -1,
  "lumo_ev": 1.9253
}

***

| no. | molecular weight (g/mol) | orbital gap (eV) |
| --- | --- | --- |
| 1 | 184.3 | 9.884 |
| 2 | 82.1 | 8.260 |
| 3 | 98.1 | 9.906 |
| 4 | 1175.9 | 4.544 |